# 1
A cluster of 2 separate species, C3H6NS in total. Source: the OMol25 dataset; level of theory: ωB97M-V/def2-TZVPD.

Computed properties:
Relative energy (zero: lowest compared OMol25 entry of this formula, charge and spin)   58.17 kcal/mol
Net charge   +1
Gap between HOMO and LUMO   8.80 eV
E_HOMO   -14.17 eV

Cartesian coordinates (Å):
C: -0.876578 -2.039296 0.390960
H: -0.261925 -2.857707 0.313191
C: -1.189771 -0.900119 0.106274
H: -0.887972 1.114373 -0.150739
H: 1.322894 0.214490 1.019154
S: 0.568485 2.928705 -0.601685
H: 0.416438 -0.491106 -0.184977
H: 1.710954 0.349304 -0.821832
H: -1.985530 -0.153452 0.060331
N: 1.058553 0.333562 0.014309
C: 0.124448 1.501249 -0.144981

Cartesian forces (eV/Å) of the 2 atoms listed first:
C 0.062 2.282 -1.017
H 0.727 -2.002 0.406

=====

# 2
A structure of composition C36H41N5RhSe. Source: the OMol25 dataset; level of theory: ωB97M-V/def2-TZVPD.

Computed properties:
Relative energy (zero: lowest compared OMol25 entry of this formula, charge and spin)   2.25 kcal/mol
Net charge   -1
<S²>   6.038
Gap between HOMO and LUMO (spin up / spin down)   2.77 / 5.52 eV
Multiplicity   5
E_HOMO (spin up / spin down)   -0.40 / -3.91 eV

Cartesian coordinates (Å):
C: 3.417816 -3.452009 -1.553692
H: 2.714247 -6.242573 -4.394276
C: 4.648325 -2.604515 -1.515306
H: -3.687813 -0.526438 -2.619101
C: 3.196896 -1.612405 1.041123
H: 3.266482 0.274761 2.259701
C: -0.941756 -0.847378 -2.778205
C: -1.382945 -2.268409 -2.839666
C: 0.766208 3.795480 4.073465
N: 1.802246 0.057376 0.698314
C: 1.123808 -3.921868 -0.819607
H: -2.035130 1.892692 6.377091
C: -2.584687 2.482083 5.644293
H: 1.392416 1.859806 -0.308566
H: 2.357934 -0.646723 -3.851096
C: 1.439827 -0.910561 -0.163127
C: 1.059056 1.240369 0.559380
C: 1.602743 1.914187 -3.102882
H: -4.104387 5.513743 5.133302
C: 1.855270 2.916617 3.930410
H: 1.758761 -1.979821 -2.842271
Rh: -0.102870 0.058939 -1.136957
H: 2.152824 1.581952 -3.988356
C: 2.294316 -3.144793 -0.773670
C: 0.027177 3.069100 1.912707
C: 2.152458 -5.281559 -2.558858
H: -1.649776 0.159590 4.150445
H: 1.293780 2.953186 -3.237018
N: 2.047144 2.174868 2.850611
C: -3.466522 2.694598 3.395179
H: 0.155601 -5.583616 -1.796440
C: -1.290328 2.834110 -2.067373
H: -2.959016 4.215907 6.886467
C: 2.060922 -6.419213 -3.532895
H: 5.382280 -3.030733 -2.207726
H: -1.010240 -2.746647 -3.751268
C: -2.814138 1.961546 4.375025
H: 3.968372 -2.295744 1.346961
H: 2.597949 2.833581 4.727751
H: 1.030779 -6.537817 -3.887455
C: -3.618853 2.607016 0.892056
H: -0.673396 3.076768 1.074670
N: 2.290845 -1.946187 0.018846
H: -2.472650 -2.336837 -2.813220
C: 0.000968 -3.681948 0.139033
H: 4.196520 -4.792436 -3.049805
C: 0.412392 1.034413 -2.872848
H: -2.346849 3.012131 -2.286531
H: -4.621853 3.036845 0.981194
C: -2.454189 0.934230 2.372418
C: 1.476187 -1.246871 -3.609586
N: -3.246513 2.033802 2.177543
C: -3.085964 3.768146 5.898870
H: -0.683910 3.567194 -2.607042
H: 1.156532 -1.808186 -4.496271
H: -3.642051 1.195978 -2.151205
H: -0.925661 4.655458 3.026258
Se: -1.873755 -0.344959 1.131916
C: -1.729314 0.284583 -2.398894
H: -2.918775 3.403078 0.595282
H: -0.837198 -4.353076 -0.086910
C: -0.896492 1.447781 -2.451428
H: 2.364313 -7.369234 -3.071348
N: -2.228315 0.872258 3.718190
H: -3.264810 -0.077400 -0.963808
C: 3.327761 -4.536991 -2.436214
H: 5.104533 -2.576205 -0.518910
C: 2.883218 -0.374516 1.491634
C: -3.744581 4.509127 4.900424
C: 1.090144 2.146067 1.844365
H: -0.370750 -2.647987 0.095635
C: -0.120738 3.920985 3.008485
C: -3.165972 0.222581 -2.017024
H: -1.135121 3.000168 -0.993882
H: -3.610668 1.814728 0.136378
H: -0.981005 -2.831940 -1.987097
C: 0.371673 -0.378329 -3.096435
H: 0.308950 -3.869643 1.178937
H: 4.459101 -1.568042 -1.834443
C: -3.932578 3.984200 3.615124
C: 1.064537 -4.977146 -1.734778
H: 0.652703 4.357578 4.998837
H: 2.293816 1.870437 -2.254619
H: -4.408259 4.530710 2.799792

Cartesian forces (eV/Å) of the 2 atoms listed first:
C -0.653 -0.268 -0.061
H -0.143 -0.084 0.096

=====

# 3
A cluster of 2 separate species, C6H9O2 in total. Source: the OMol25 dataset; level of theory: ωB97M-V/def2-TZVPD.

Computed properties:
Relative energy (zero: lowest compared OMol25 entry of this formula, charge and spin)   113.13 kcal/mol
Net charge   -1
Gap between HOMO and LUMO   6.54 eV
E_HOMO   -3.91 eV

Cartesian coordinates (Å):
H: 0.686404 4.199848 -0.847259
H: -2.100292 0.563112 0.615702
C: -1.063492 0.285084 0.486191
C: 0.574759 3.079773 -0.957925
H: -0.385832 3.304877 0.766795
C: -0.617583 0.969390 -0.871905
O: 0.634822 -2.267079 -0.689261
H: 1.514367 2.604200 -1.317293
C: -0.847224 -1.178368 0.776800
C: -0.618673 2.444336 -0.766475
C: 0.529698 -1.744127 0.465983
H: -1.166476 -1.277887 1.806437
O: 1.417997 -1.734597 1.363382
H: -1.526114 -1.865093 0.203947
H: -1.181940 0.530075 -1.731987
H: 0.413202 0.587167 -0.963185
H: -0.310034 0.783571 1.106507

Cartesian forces (eV/Å) of the 2 atoms listed first:
H -0.230 -1.398 0.138
H -0.161 0.313 0.741

=====

# 4
A cluster of 11 separate species, C27H36Cl31NO3 in total. Source: the OMol25 dataset; level of theory: ωB97M-V/def2-TZVPD.

Computed properties:
Structure (SMILES)   COCCCCCCCC1=C(Cl)C(=O)C=C(CCCN)C1=O.ClC(Cl)Cl.ClC(Cl)Cl.ClC(Cl)Cl.ClC(Cl)Cl.ClC(Cl)Cl.ClC(Cl)Cl.ClC(Cl)Cl.ClC(Cl)Cl.ClC(Cl)Cl.ClC(Cl)Cl
Net charge   0
Gap between HOMO and LUMO   8.05 eV
E_HOMO   -9.30 eV

Cartesian coordinates (Å):
Cl: 2.747339 5.219183 -2.426023
H: -0.527397 -6.123737 2.167915
C: 2.596791 -0.340664 -1.591857
C: -0.321692 0.893180 -1.217185
C: 0.594806 1.261547 -2.478543
C: 6.778340 -3.697744 -3.698182
O: 0.675518 -5.598626 0.524513
C: -0.402148 1.989968 -0.040931
Cl: -0.429675 -6.548375 5.115903
Cl: 3.748443 -3.641506 12.596239
H: 4.058813 -2.874834 -1.546525
H: 2.683718 -0.679791 6.762790
H: 3.607746 -2.523045 0.236361
C: 2.719361 -3.715192 11.159097
H: 3.002583 -2.903115 10.493559
C: -1.507218 -5.329518 5.809397
H: 2.702325 0.380877 1.894483
H: -2.680542 10.144003 -9.042516
N: -4.779312 2.205609 -1.381953
C: -3.799272 -7.287412 -0.156213
H: 3.213671 -5.158575 -0.580387
Cl: 5.647244 -2.338478 -3.752400
O: -2.140149 -1.424980 0.974635
C: -1.977820 -0.370425 0.312726
Cl: 8.440410 -3.132985 -3.914791
H: -3.579166 -6.497273 -0.870245
C: -4.232953 5.197246 -6.133818
Cl: 0.359379 5.338492 -4.642092
H: -0.529759 -4.322569 1.811331
Cl: -1.140956 -1.564013 -2.297406
H: 0.442105 -3.593425 0.015001
C: -2.647240 1.009655 0.766942
H: -0.101895 1.381603 -3.372611
H: -2.810208 3.757655 -1.238725
Cl: -1.845525 6.441524 -3.095608
C: 2.476084 -4.308978 -0.731102
Cl: 4.435882 4.232977 -0.272397
H: 2.529804 0.298024 -0.655737
H: 1.250670 -1.657154 -0.470264
C: -0.547431 5.239410 -3.127176
H: -4.993934 2.802245 0.647202
H: 3.692525 -0.380465 -1.935820
H: 1.950174 -4.401119 -1.747116
C: 3.213285 -2.854409 -0.778145
Cl: 2.281163 0.396986 4.206029
H: 1.666043 -3.946598 1.376281
H: -1.488574 -5.462912 0.744602
H: -5.491227 2.392679 -2.096337
H: -3.212378 3.556917 1.860291
C: -1.098101 -0.265816 -1.037841
H: -1.690802 4.405625 1.146030
Cl: -2.437385 -8.415333 -0.137279
C: 2.080148 -1.803497 -1.228196
H: -1.048660 -4.946323 6.718023
H: 1.608171 -2.240304 -2.179920
H: 2.277717 5.149201 -0.122762
C: -1.869982 2.185875 0.593683
Cl: 1.019251 -3.505227 11.600069
C: -0.506235 -5.353423 1.318696
H: -5.624331 4.019195 -0.654794
Cl: -4.661028 9.490382 -7.960611
H: -5.074493 1.320402 -0.945669
H: 0.134298 5.451104 -2.307272
C: -2.955213 9.315658 -8.394172
H: 1.064726 2.286430 -2.310963
Cl: 6.615217 -4.581712 -2.174844
C: -2.487131 3.595858 0.986476
C: 2.448655 -1.437678 7.506016
H: 2.503668 0.773432 -3.501947
O: 0.600663 2.615076 0.345816
Cl: -2.572299 5.773611 -6.333568
C: 1.754972 0.207126 -2.837357
H: 1.300789 -0.593491 -3.497151
H: 6.538148 -4.375044 -4.514078
Cl: 3.662376 7.035453 -0.345404
Cl: -4.404820 4.307595 -4.613176
H: -3.546440 5.205415 -0.294970
Cl: -3.066806 -6.048259 6.234000
H: -4.461451 4.520396 -6.953463
Cl: -1.729878 -3.979475 4.686650
Cl: 0.939909 -2.229968 7.035304
Cl: -2.689674 7.805698 -9.277528
C: 2.466615 -0.386071 2.629230
C: -4.786938 3.313009 -0.358219
Cl: 0.971682 -1.180284 2.138364
Cl: -5.279282 -8.107982 -0.672882
Cl: -4.019503 -6.551800 1.437124
Cl: -1.936624 9.378695 -6.949095
H: -3.683839 1.086004 1.203626
Cl: 3.789847 -1.554231 2.663486
C: 3.162857 5.378792 -0.712245
Cl: 2.955600 -5.243965 10.302012
Cl: 2.268968 -0.641191 9.076525
C: 1.297497 -4.283581 0.351006
Cl: -1.198901 3.612395 -2.900075
Cl: 3.776468 -2.605733 7.549352
Cl: -5.371450 6.549793 -6.194799
C: -3.364730 4.086306 -0.294395

Cartesian forces (eV/Å) of the 2 atoms listed first:
Cl 0.089 -0.018 0.205
H -0.035 1.029 -1.209

=====

# 5
A cluster of 2 separate species, C5H13NO2 in total. Source: the OMol25 dataset; level of theory: ωB97M-V/def2-TZVPD.

Computed properties:
Structure (SMILES)   CCCCC(N)=O.O
Relative energy (zero: lowest compared OMol25 entry of this formula, charge and spin)   33.30 kcal/mol
Net charge   0
Gap between HOMO and LUMO   10.16 eV
E_HOMO   -9.47 eV

Cartesian coordinates (Å):
O: -2.507818 0.661767 -1.095197
H: 0.949651 -3.676103 -2.986513
C: -1.317689 0.641486 -1.137755
H: 1.810484 -4.753965 -2.481867
H: 1.094115 -0.365565 1.225539
H: -1.036941 1.189965 2.786986
H: 0.316472 2.482800 1.099643
C: 0.426969 1.532810 0.454214
C: -0.076486 0.659283 2.788614
O: 1.483773 -3.905394 -2.239112
H: -1.494314 -1.408263 -1.565987
H: -0.689309 2.727455 -1.107145
C: 0.252038 0.252790 1.317604
H: -0.667827 -0.334195 1.034385
H: 0.094679 -1.003080 -1.135442
N: -0.838163 -0.653709 -1.423722
C: -0.241575 1.697345 -0.893672
H: 1.561817 1.654267 0.323710
H: -0.257496 -0.249436 3.392003
H: 0.615683 1.387092 3.296413
H: 0.521931 1.462648 -1.652698

Cartesian forces (eV/Å) of the 2 atoms listed first:
O -2.030 2.237 0.190
H -0.563 0.463 -0.609

=====

# 6
A structure of composition C6H15NNaO2. Source: the OMol25 dataset; level of theory: ωB97M-V/def2-TZVPD.

Computed properties:
Relative energy (zero: lowest compared OMol25 entry of this formula, charge and spin)   40.36 kcal/mol
Net charge   +1
Gap between HOMO and LUMO   7.61 eV
E_HOMO   -12.01 eV

Cartesian coordinates (Å):
C: 0.051854 -1.610560 0.024852
H: 3.223332 0.956188 -0.093246
H: 2.815030 3.570991 -0.339950
O: 1.445997 1.947874 -0.657423
C: 2.175527 0.737649 -0.299291
N: 0.297448 -0.375389 0.805109
Na: -1.344015 1.687558 -2.049349
C: 1.927852 3.101890 0.085431
H: -0.127574 -0.469866 1.716446
H: 2.282656 -0.926413 1.057431
H: 1.956095 0.224838 -1.235779
H: 0.453028 -1.634002 -0.988367
H: -3.907124 -1.169480 0.564227
H: 1.890361 0.493337 1.888424
H: -4.118528 -0.164304 -0.933439
H: 0.543610 -2.428643 0.551179
C: -3.617580 -1.017208 -0.475518
H: -3.919597 -1.890306 -1.053963
H: 2.191803 2.896771 1.122907
H: -1.528037 -2.518765 -1.020124
H: -1.818911 -2.534394 0.731610
H: 1.130651 3.841734 0.157499
C: -1.446208 -1.938155 -0.101277
C: 1.689227 -0.018755 0.947475
O: -2.246898 -0.762590 -0.404866

Cartesian forces (eV/Å) of the 2 atoms listed first:
C -0.545 0.441 1.009
H 0.204 0.081 -0.739

=====

Summary of maximum force in eV/A
3.783 8.384 3.900 4.459 3.730 1.921
(order as listed above)